Density functional theory data (ωB97M-V with the def2-TZVPD basis set) for 2 unconnected molecules or ions with the total composition C4H8O2.

Last column: Löwdin charge in e.
Positions of all 14 atoms, in Å:
O 1.02 -1.56 1.52  0.08
C 0.55 -0.81 0.51  -0.37
C 1.10 0.15 -0.24  0.01
C -0.21 0.42 -0.95  -0.38
O -0.30 0.13 -2.33  -0.03
C -0.83 -0.72 -0.10  -0.06
H 0.32 -2.17 1.81  0.11
H 2.09 0.59 -0.30  0.11
H -0.65 1.40 -0.73  0.13
H 0.27 0.75 -2.80  0.09
H -1.13 -1.58 -0.71  0.12
H -1.64 -0.43 0.58  0.11
H -0.56 2.10 2.04  0.05
H -0.02 1.71 1.70  0.03

Computed properties:
highest occupied orbital energy = -0.328 Ha
lowest unoccupied orbital energy = 0.8 eV
orbital gap = 0.357 Eh
max |F| = 0.330 eV Å⁻¹
SMILES string = OC1=C[C@@H](O)C1.[H][H]